The following is a DFT calculation (ωB97M-V/def2-TZVPD) of 2 unconnected molecules or ions with the total composition C18H37BrClFNO3P2.

Each line ends with the Mulliken charge.
Cartesian coordinates (Å):
H 0.43 -2.72 -1.93  0.445
H -4.14 -2.40 -0.78  0.252
H 4.20 -3.22 0.96  0.384
H 0.18 -0.26 -2.50  0.192
C 1.59 -1.10 -1.17  -1.108
P -2.04 1.64 0.87  -0.203
H -3.53 6.15 -0.44  0.312
C -3.55 -2.95 -0.06  -0.940
H 0.45 6.83 1.00  0.475
H -3.86 -2.63 0.94  0.359
F -4.48 3.08 -0.41  -0.370
C 0.80 5.83 0.76  -1.785
P -1.01 2.34 -1.06  0.370
H 2.12 -3.07 -1.96  0.573
H -1.99 1.21 -2.76  0.380
C 1.34 -2.62 -1.36  -1.035
H -4.02 5.46 -1.97  0.335
H -1.99 4.50 -1.95  0.559
C 4.57 -4.10 1.46  -0.260
H 0.79 1.05 0.17  0.431
H -1.92 -3.88 1.36  0.667
H 2.33 -0.82 -1.91  0.353
H 1.21 -2.68 0.80  0.467
H -2.97 3.17 -2.25  0.667
C 0.28 -0.30 -1.43  0.392
H -3.80 -4.01 -0.17  0.335
H 1.65 5.89 0.10  0.384
H -0.13 -5.00 0.63  0.346
C 1.12 -3.37 -0.03  -0.304
H 1.90 -4.11 0.07  0.225
C -0.23 -4.09 0.03  -1.192
O -2.19 -2.72 -0.29  -0.250
C -1.34 -3.27 0.68  -0.450
H 0.95 3.78 -0.91  0.674
O -1.98 1.11 -1.80  -0.783
H 6.51 -6.55 2.49  0.385
C -3.44 4.01 -0.44  0.517
H -0.50 -0.87 -0.95  0.040
N 3.77 -4.81 2.30  0.039
H -0.87 -2.50 1.29  0.143
C 5.72 -5.84 2.28  -0.357
Cl -1.36 2.82 2.50  -0.380
C 0.44 1.09 -0.85  -1.388
C 5.80 -4.71 1.43  -0.593
C -2.39 3.62 -1.46  -1.355
C -0.36 5.03 0.11  0.194
H -0.52 -4.39 -0.97  0.434
H 1.27 1.52 -1.41  0.785
H -0.61 5.60 -0.77  0.219
H 3.99 -6.57 3.49  0.364
Br -0.07 2.95 -3.24  -0.371
C 0.13 3.63 -0.21  -0.903
O -1.31 0.18 1.26  -0.178
H 6.65 -4.38 0.85  0.400
C -4.09 5.34 -0.90  -1.557
H 2.81 -4.59 2.51  0.220
H -1.17 5.09 0.83  -0.008
H 0.63 3.19 0.65  0.353
H -1.03 0.25 2.19  0.224
H -3.08 4.22 0.56  0.200
H 1.95 -0.90 -0.17  0.447
C 4.46 -5.88 2.80  -0.573
H -5.11 5.38 -0.54  0.455
H 1.05 5.36 1.71  0.343

Orbital gap   6.561 eV
Multiplicity   1
Energy above the lowest of the compared OMol25 structures with the same formula, charge and spin   0.00 kcal/mol
HOMO energy   -4.14 eV
LUMO   2.42 eV
Net charge   -1